Entry 1:
{"formula": "C4H12N2", "method": "ωB97M-V with the def2-TZVPD basis set", "e_lumo_ev": 0.850, "max_force_ev_per_a": 5.492, "smiles": "C=CN.CNC", "homo_energy_ev": -8.00, "gap_ha": 0.32510, "e_above_lowest_ev": 2.7210, "species": ["N", "N", "C", "C", "C", "C", "H", "H", "H", "H", "H", "H", "H", "H", "H", "H", "H", "H"], "xyz": [[-0.64133, -2.03759, 0.42551], [0.02016, 3.56907, -0.09690], [1.36504, 3.68217, -0.24327], [2.25552, 2.86323, 0.34865], [-2.05443, -2.03526, -0.13541], [-0.02099, -3.37089, 0.10717], [-2.11452, -2.11893, -1.25375], [-0.75843, -4.23432, 0.50262], [-0.05119, -3.72053, -0.94943], [-2.59869, -2.90987, 0.25512], [1.77520, 4.43305, -0.93111], [-2.62693, -1.26959, 0.40152], [2.12581, 1.91451, 0.85511], [-0.13730, -1.14718, 0.36740], [-0.38121, 2.89099, 0.44320], [-0.51845, 4.14632, -0.80394], [3.30137, 2.91687, 0.18534], [1.06037, -3.57205, 0.52216]], "forces_ev_per_angstrom": [[-1.42, -1.91, -0.69], [-0.29, 4.14, -3.60], [1.78, -1.44, 0.58], [0.12, -0.37, -0.38], [1.12, -0.37, 1.05], [-0.27, -1.46, 1.02], [-0.05, 0.68, 0.91], [1.68, 2.04, -0.02], [0.42, 1.01, 0.05], [0.61, -0.23, -0.16], [-0.62, -0.03, 0.46], [0.23, 0.57, -0.99], [-1.14, 0.21, 0.35], [-0.07, -1.05, -0.52], [-1.19, -1.81, 1.26], [0.52, -1.57, 1.81], [0.80, 0.87, -0.48], [-2.25, 0.72, -0.65]]}



Entry 2:
{"formula": "C4H7IS", "method": "ωB97M-V with the def2-TZVPD basis set", "e_lumo_ev": -0.320, "max_force_ev_per_a": 6.653, "homo_energy_ev": -8.38, "gap_ha": 0.29632, "e_above_lowest_ev": 2.2601, "species": ["I", "S", "C", "C", "C", "C", "H", "H", "H", "H", "H", "H", "H"], "xyz": [[-2.92908, 0.64103, -0.00589], [-0.31405, -2.89773, -0.22053], [-0.91280, 0.01659, -0.29701], [-0.81053, -1.75370, 0.65769], [1.42549, 0.57199, -0.25161], [0.08802, 1.04511, 0.21901], [-0.02641, 2.06391, -0.32628], [1.47500, -0.03773, -1.23688], [-0.87934, -0.20839, -1.38681], [-0.08669, 1.05100, 1.22633], [2.23177, 1.31247, -0.37530], [1.94530, -0.01673, 0.41110], [-1.20668, -1.78784, 1.58618]], "forces_ev_per_angstrom": [[-0.18, 0.02, 0.16], [1.00, -2.48, -1.36], [-0.68, -2.18, 1.13], [0.34, 5.23, -4.10], [1.98, -0.10, -2.44], [-0.39, 0.43, -4.66], [-0.60, -1.49, 1.33], [-0.66, 1.11, 1.47], [0.36, -0.21, 1.01], [0.17, 0.77, 2.71], [-0.79, 0.60, -0.23], [0.65, -2.03, 1.94], [-1.23, 0.32, 3.05]]}



Entry 3:
{"formula": "ClFH2Si", "method": "ωB97M-V with the def2-TZVPD basis set", "e_lumo_ev": -0.984, "max_force_ev_per_a": 2.181, "homo_energy_ev": -9.49, "gap_ha": 0.31257, "e_above_lowest_ev": 3.1624, "species": ["Cl", "Si", "F", "H", "H"], "xyz": [[-3.33480, -0.33874, 0.19025], [0.69277, -0.31000, -0.07292], [1.46212, -1.77117, 0.02320], [-2.37479, -0.81330, -0.40048], [1.99520, 0.50705, 0.39633]], "forces_ev_per_angstrom": [[-1.73, 0.82, 1.04], [1.55, -0.46, 0.39], [-0.59, 0.79, -0.10], [1.71, -0.79, -1.03], [-0.93, -0.35, -0.31]]}



Entry 4:
{"formula": "C17H31N2O", "method": "ωB97M-V with the def2-TZVPD basis set", "e_lumo_ev": -2.426, "max_force_ev_per_a": 19.900, "charge": 1, "homo_energy_ev": -11.34, "gap_ha": 0.32750, "e_above_lowest_ev": 21.4264, "species": ["O", "N", "N", "C", "C", "C", "C", "C", "C", "C", "C", "C", "C", "C", "C", "C", "C", "C", "C", "C", "H", "H", "H", "H", "H", "H", "H", "H", "H", "H", "H", "H", "H", "H", "H", "H", "H", "H", "H", "H", "H", "H", "H", "H", "H", "H", "H", "H", "H", "H", "H"], "xyz": [[-4.60574, 1.36673, 0.52775], [-2.26700, 0.09734, -0.11982], [0.26550, -0.90698, -0.19015], [2.51504, 1.59415, 1.03797], [1.39817, 0.98462, 0.33652], [-4.49473, 0.26977, 1.05634], [2.49673, -1.28922, 0.38045], [-4.27771, 1.48224, -0.68935], [4.29412, 0.97438, -0.54504], [-1.76213, -2.55630, -0.29557], [3.77509, 1.05785, 0.94280], [1.96440, 1.31132, -1.26891], [3.53387, -0.52748, 1.13795], [-2.68091, 0.99933, -0.84119], [3.11477, 0.47378, -1.54010], [1.27554, -0.61977, 0.45310], [-2.95369, -0.08668, 0.97953], [2.88805, -1.16289, -0.96458], [-0.33367, -2.26168, 0.33373], [-2.58307, -1.38907, -0.94061], [-2.31932, 1.16710, -1.94777], [-4.55763, 0.53210, -1.49359], [1.03479, 0.84943, -1.97969], [5.13395, 0.54953, -0.53716], [0.91276, -0.56698, 1.77800], [2.58914, 2.63833, 1.07637], [0.46613, -1.14174, -1.15996], [-2.16285, -1.07123, -2.00499], [-2.00172, 1.89300, -0.32765], [3.55100, 0.58628, -2.50039], [-4.87288, -0.73598, 0.55969], [-0.74998, -0.37203, -0.06178], [3.37655, -0.66329, 2.32386], [-5.02438, 0.47296, 2.12886], [3.89677, -1.54425, -1.40938], [2.26133, -1.66727, -1.82028], [2.45594, -2.10233, 0.52882], [-2.42605, -3.04662, 0.34108], [4.40972, 2.24600, -1.00512], [0.37678, 1.66875, 0.58867], [2.26221, 1.35554, 2.26412], [-1.66065, -3.36200, -1.23813], [-4.42747, 2.34549, -1.33928], [0.21716, -2.97503, 0.16537], [4.60410, 1.38124, 1.63223], [-0.69315, -2.14021, 1.27988], [1.98012, 2.31136, -1.29450], [-2.84816, -1.03684, 1.90788], [4.59347, -1.34627, 0.96729], [-2.47493, 0.77656, 1.64999], [-3.74439, -1.49991, -0.97844]], "forces_ev_per_angstrom": [[-4.79, 9.11, -0.86], [4.77, -15.47, -0.66], [-12.43, -7.06, -5.26], [-3.70, 0.93, 7.58], [-0.36, 1.51, -3.97], [1.41, -9.47, 5.45], [3.24, 17.75, -3.22], [4.99, -4.26, -9.13], [-8.00, 8.57, -1.27], [0.61, -0.69, -5.19], [5.04, -6.08, -3.32], [-6.58, -5.68, 0.69], [4.57, -2.66, 5.10], [-1.78, 15.38, -6.46], [2.94, -2.30, 4.58], [4.07, 10.12, 12.83], [-1.79, 0.84, 13.18], [2.87, 1.68, -10.50], [-7.79, 7.03, -1.87], [0.96, 1.97, -1.47], [-0.71, -1.15, 1.96], [-0.94, 2.06, 2.28], [2.19, 1.75, 1.39], [6.71, -3.55, -0.66], [0.96, -0.61, -3.44], [-0.64, 1.80, -0.58], [-0.13, 0.53, -0.61], [-1.07, -1.00, 2.06], [-1.75, -0.42, -1.24], [-0.09, -0.61, -1.15], [-0.88, 2.13, 0.37], [1.17, 0.86, -0.62], [0.06, 0.15, -2.47], [1.90, -1.69, -1.95], [-1.40, 0.12, 1.91], [0.20, 0.64, 1.74], [-0.81, -19.31, 4.73], [-0.50, -0.86, 1.64], [0.21, -3.64, 1.47], [2.51, -2.46, -0.87], [0.29, 0.87, -2.54], [-0.14, 2.04, 2.39], [-0.28, 0.41, 1.16], [6.06, -7.25, -1.40], [-1.20, -0.12, -0.62], [0.59, 0.72, 3.10], [0.46, 3.69, -0.75], [0.40, 2.08, -3.66], [-2.79, 3.05, 0.49], [-1.05, -1.23, -0.40], [2.42, -0.17, 0.03]]}